{"formula": "C16H33BFO3", "method": "ωB97M-V/def2-TZVPD", "homo_ha": -0.1582, "total_charge": -1, "lumo_ev": 1.8124, "e_above_lowest_kj_mol": 174.03, "species": ["B", "C", "C", "C", "C", "C", "C", "C", "C", "C", "C", "C", "C", "C", "H", "H", "H", "H", "H", "H", "H", "H", "H", "H", "H", "H", "H", "H", "H", "H", "H", "H", "H", "H", "H", "H", "H", "H", "H", "H", "H", "H", "H", "H", "C", "C", "O", "C", "O", "O", "F", "H", "H", "H"], "xyz": [[5.565, -1.951, 1.469], [5.710, -0.454, 2.164], [4.348, 0.084, 2.767], [3.762, 1.230, 1.858], [2.893, 0.608, 0.704], [2.877, 1.560, -0.536], [2.264, 0.946, -1.853], [1.398, -0.331, -1.639], [0.050, 0.071, -0.924], [-0.643, -1.156, -0.226], [-2.194, -0.968, -0.383], [-3.044, -1.904, 0.535], [-3.157, -1.446, 2.031], [-3.113, 0.100, 2.262], [6.553, -2.637, 1.562], [5.294, -1.816, 0.286], [4.629, -2.547, 1.963], [6.005, 0.252, 1.345], [6.524, -0.466, 2.929], [4.526, 0.426, 3.812], [3.571, -0.710, 2.805], [4.593, 1.834, 1.424], [3.154, 1.962, 2.446], [1.863, 0.419, 1.081], [3.318, -0.381, 0.428], [2.400, 2.523, -0.240], [3.943, 1.797, -0.760], [3.091, 0.766, -2.569], [1.582, 1.721, -2.280], [1.089, -0.769, -2.617], [1.931, -1.140, -1.102], [0.199, 0.877, -0.178], [-0.624, 0.441, -1.728], [-0.369, -2.090, -0.767], [-0.314, -1.236, 0.829], [-2.421, -1.268, -1.432], [-2.494, 0.100, -0.329], [-2.517, -2.888, 0.546], [-4.032, -2.059, 0.056], [-4.161, -1.783, 2.387], [-2.437, -1.966, 2.700], [-2.292, 0.623, 1.742], [-4.111, 0.550, 2.071], [-2.933, 0.257, 3.354], [-5.417, 1.834, -2.011], [-6.081, 1.215, -3.205], [-4.985, 0.880, -4.033], [-3.935, 0.645, -3.196], [-2.941, 0.090, -3.517], [-4.181, 1.124, -1.945], [-6.866, 2.112, -3.857], [-5.217, 2.899, -2.151], [-5.992, 1.702, -1.095], [-6.661, 0.316, -2.983]]}